{
  "formula": "C17H30InN2O3S2",
  "method": "ωB97M-V with the def2-TZVPD basis set",
  "species": ["In", "S", "S", "O", "O", "O", "N", "N", "C", "C", "C", "C", "C", "C", "C", "C", "C", "C", "C", "C", "C", "C", "C", "C", "C", "H", "H", "H", "H", "H", "H", "H", "H", "H", "H", "H", "H", "H", "H", "H", "H", "H", "H", "H", "H", "H", "H", "H", "H", "H", "H", "H", "H", "H", "H"],
  "positions_angstrom": [[-1.0102, -0.2374, -0.0661], [1.2498, -0.3968, 4.3727], [2.1509, -3.0744, 3.9139], [-2.3734, 1.6001, -3.8168], [-3.3788, 3.4688, -5.8607], [5.6576, -1.5160, 1.0585], [-2.9147, -3.6063, 3.1704], [3.2274, -1.0115, 2.5798], [-2.8410, 0.5149, -4.5913], [-4.6571, 3.3883, -5.2591], [4.3931, -1.1691, 0.4925], [-1.5716, 2.5079, -4.5454], [5.5700, -1.7802, 2.4496], [-1.1206, -2.8736, 1.7777], [1.0656, 0.9994, 1.8639], [-1.7051, -3.7493, 2.6468], [-0.2378, 1.4818, 1.1716], [-3.5409, -2.4927, 2.8028], [3.2304, -1.7142, 1.3027], [-2.3437, 3.7521, -4.9272], [1.0319, 1.1246, 3.3987], [-3.0414, -1.5621, 1.9419], [4.5783, -0.8729, 3.1477], [2.2822, -1.4975, 3.5132], [-1.7984, -1.7456, 1.3859], [-0.7410, 2.7988, -3.8933], [2.3262, -1.5540, 0.7185], [-1.6612, 4.4600, -5.4099], [-5.3401, 2.9519, -5.9872], [-2.2290, 0.2281, -1.2640], [-4.5368, -2.3316, 3.2125], [-5.0184, 4.3887, -4.9932], [4.3065, -0.0869, 0.3877], [-1.1474, -4.6398, 2.9298], [1.8795, 1.6239, 1.4973], [4.8942, 0.1608, 2.9863], [4.3594, -1.6190, -0.4958], [0.4100, -0.9057, -0.9597], [-0.0344, 2.3368, 0.5353], [5.2492, -2.8174, 2.5832], [6.5645, -1.6887, 2.8789], [-3.6130, 0.0087, -4.0143], [1.7116, 1.9095, 3.7208], [-4.6449, 2.7584, -4.3668], [4.6172, -1.0732, 4.2149], [-1.1494, 2.0296, -5.4354], [-2.0284, -0.1942, -4.7830], [-3.6284, -0.6860, 1.7055], [-3.2687, 0.8475, -5.5421], [-1.0184, 1.7066, 1.8960], [3.3834, -2.7947, 1.3869], [1.2953, -0.0028, 1.5348], [0.0406, 1.4771, 3.6675], [-0.1281, -3.0634, 1.3983], [-2.7524, 4.2325, -4.0335]],
  "molar_mass_da": 489.39,
  "charge": -1,
  "e_tot_ev": -54078.97811,
  "multiplicity": 1,
  "homo_lumo_gap_ev": 7.04,
  "relative_energy_kj_mol": 0.0
}